This record from the OMol25 dataset describes a molecular structure, C39H35ClN3S2Sb2W. The level of theory is ωB97M-V/def2-TZVPD.

Properties
HOMO level (spin up / spin down)	-3.75 / -4.13	eV
largest force on an atom	3.65	eV/A
relative energy (zero: lowest compared OMol25 entry of this formula, charge and spin)	0.0	kcal/mol

Structure (ORCA input):
```
! RIJCOSX wB97M-V def2-TZVPD def2/J DEFGRID3
* xyz -1 3
W -4.612 18.985 8.200
C -0.519 19.847 9.515
C -1.199 21.128 9.937
C -2.135 20.937 11.173
Sb -4.093 19.976 10.683
C -6.365 18.164 8.842
C -7.734 18.486 8.494
C -8.807 18.147 9.338
C -8.562 17.304 10.427
C -7.287 16.770 10.632
C -6.233 17.189 9.873
C -5.471 21.203 11.860
C -5.571 22.567 11.755
C -6.606 23.237 12.412
C -7.488 22.589 13.255
C -7.354 21.207 13.427
C -6.348 20.525 12.736
Sb -1.895 18.467 8.452
C -1.304 16.435 9.059
C -2.229 15.523 9.613
C -1.763 14.367 10.247
C -0.399 14.122 10.375
C 0.491 14.996 9.752
C 0.052 16.193 9.127
C -1.096 18.690 6.450
C -0.893 17.516 5.710
C -0.280 17.603 4.453
C -0.067 18.844 3.866
C -0.494 19.994 4.528
C -1.029 19.911 5.845
H -0.190 19.254 10.395
H 0.303 20.070 8.840
H -1.744 21.602 9.109
H -0.465 21.889 10.220
H -2.358 21.909 11.607
H -1.698 20.321 11.947
H -7.282 18.936 6.514
H -9.839 18.462 9.105
H -9.415 16.981 11.084
H -7.108 16.031 11.393
H -5.257 16.751 10.122
H -4.795 23.121 11.146
H -6.725 24.321 12.262
H -8.324 23.163 13.722
H -8.010 20.606 14.046
H -6.267 19.471 12.857
H -3.309 15.690 9.539
H -2.536 13.723 10.655
H -0.063 13.212 10.902
H 1.571 14.786 9.786
H 0.789 16.902 8.740
H -1.034 16.559 6.228
H 0.095 16.715 3.938
H 0.343 18.901 2.856
H -0.423 20.965 4.065
H -1.302 20.789 6.427
S -5.249 21.335 8.429
C -4.579 21.199 6.805
S -4.869 19.699 5.988
C -3.849 22.234 6.181
C -3.398 22.034 4.858
N -3.039 21.873 3.741
C -3.448 23.430 6.856
N -3.126 24.427 7.391
C -9.450 21.135 9.018
C -9.824 20.671 7.631
C -10.899 21.365 7.074
C -11.201 21.408 5.752
C -10.602 20.465 4.927
C -9.582 19.623 5.428
C -8.997 18.664 4.421
C -9.159 19.705 6.789
N -8.056 18.939 7.202
H -10.189 20.854 9.771
H -9.472 22.239 9.049
H -8.485 20.800 9.351
H -11.487 21.942 7.756
H -11.866 22.158 5.314
H -10.874 20.410 3.873
H -9.362 18.795 3.403
H -9.209 17.608 4.753
H -7.920 18.727 4.434
Cl -4.250 16.782 7.286
*
```

This record from the OMol25 dataset describes a molecular structure, C39H35FN8O13W. The level of theory is ωB97M-V/def2-TZVPD.

Properties
HOMO level	-6.97	eV
largest force on an atom	1.60	eV/A
relative energy (zero: lowest compared OMol25 entry of this formula, charge and spin)	0.0	kcal/mol

Structure (ORCA input):
```
! RIJCOSX wB97M-V def2-TZVPD def2/J DEFGRID3
* xyz 0 1
W 0.498 0.911 0.577
O 0.328 5.578 4.333
C -0.916 5.175 4.130
O -1.865 5.681 4.673
C -1.107 4.040 3.185
C -2.332 3.487 2.863
N -2.099 2.464 2.016
N -0.790 2.332 1.766
C -0.179 3.270 2.464
C 1.290 3.275 2.318
O 1.991 4.086 2.916
O 1.684 2.366 1.501
H 0.997 5.047 3.817
H -3.323 3.754 3.184
H -2.755 1.845 1.565
C 7.719 1.186 -2.549
O 6.315 1.377 -2.573
C 5.591 0.995 -1.497
C 6.176 0.434 -0.336
C 5.363 0.088 0.704
C 3.962 0.272 0.660
C 3.113 -0.196 1.696
C 3.593 -0.808 2.976
O 1.853 -0.171 1.563
C 3.388 0.854 -0.508
O 2.120 1.126 -0.634
C 4.231 1.188 -1.583
H 8.081 1.519 -3.518
H 7.973 0.133 -2.409
H 8.185 1.786 -1.765
H 7.240 0.279 -0.262
H 5.809 -0.351 1.584
H 4.617 -0.543 3.212
H 3.514 -1.897 2.923
H 2.929 -0.460 3.767
H 3.801 1.631 -2.469
C -2.646 -0.467 0.181
N -1.673 0.583 -0.147
C -2.108 1.513 -0.966
C -1.253 2.540 -1.346
C -1.369 3.707 -2.121
C -0.137 4.336 -2.039
C 0.685 3.535 -1.222
N 0.015 2.457 -0.811
C -2.608 -1.699 -0.690
C -3.256 -1.686 -1.923
C -3.266 -2.812 -2.733
C -2.646 -3.975 -2.297
C -2.012 -4.002 -1.062
C -1.988 -2.868 -0.264
H -3.645 -0.027 0.061
H -2.517 -0.741 1.224
H -3.129 1.477 -1.344
H -2.244 4.032 -2.657
H 0.154 5.260 -2.509
H 1.713 3.689 -0.933
H -3.759 -0.786 -2.254
H -3.760 -2.778 -3.695
H -2.678 -4.868 -2.909
H -1.544 -4.912 -0.712
H -1.508 -2.892 0.709
O -2.904 -2.012 -5.892
C -1.636 -2.560 -6.136
N -0.851 -2.731 -4.930
C -0.519 -1.611 -4.232
O -0.785 -0.491 -4.635
C 0.168 -1.826 -2.921
C 0.839 -2.990 -2.564
C 1.365 -3.095 -1.289
C 1.170 -2.050 -0.406
N 0.554 -0.907 -0.754
C 0.094 -0.792 -2.003
H -2.755 -1.089 -5.644
H -1.064 -1.932 -6.822
H -1.788 -3.541 -6.581
H -0.955 -3.590 -4.415
H 0.961 -3.802 -3.270
H 1.889 -3.980 -0.962
H 1.493 -2.126 0.622
H -0.364 0.145 -2.293
F -5.320 0.660 3.176
C -4.470 -0.378 3.205
C -3.290 -0.291 3.824
N -2.389 -1.328 3.844
C -1.041 -1.046 4.311
C -0.289 -0.081 3.382
O 0.526 0.684 3.867
O -0.584 -0.232 2.143
C -2.653 -2.524 3.212
O -1.872 -3.446 3.163
N -3.905 -2.593 2.620
C -4.872 -1.598 2.511
O -5.897 -1.760 1.893
H -2.984 0.615 4.330
H -0.507 -1.994 4.357
H -1.077 -0.612 5.310
H -4.107 -3.461 2.142
*
```

Number 1: E -3475.52820 Eh. Number 2: E -3090.54764 Eh.